No. 1
{
  "formula": "C12H25N3O2",
  "method": "the ωB97M-V functional and the def2-TZVPD basis",
  "total_charge": 0,
  "gap_ev": 8.92,
  "spin_multiplicity": 1,
  "homo_energy_ev": -8.28,
  "symbols": ["C", "C", "H", "H", "C", "C", "H", "H", "H", "H", "C", "N", "H", "H", "C", "O", "N", "H", "C", "H", "H", "C", "N", "C", "C", "O", "C", "C", "H", "H", "H", "H", "H", "H", "H", "H", "H", "H", "H", "H", "H", "H"],
  "xyz": [[-3.527, -1.472, 1.947], [-2.360, -1.000, 0.879], [-1.660, -0.250, 1.389], [-1.892, -1.877, 0.478], [-3.071, -0.387, -0.453], [-4.044, -1.176, -1.125], [-4.968, -1.517, -0.464], [-4.331, -0.524, -2.186], [-3.519, -1.965, -1.585], [-3.664, 0.569, 0.079], [-2.035, 0.640, -1.124], [-1.072, -0.439, -1.643], [-0.315, -0.301, -2.332], [-1.393, -1.240, -1.951], [-1.337, 1.550, -0.459], [-1.895, 2.639, -0.113], [-0.162, 1.027, 0.344], [0.147, 0.230, 0.128], [0.798, 2.200, 0.906], [0.776, 1.830, 2.132], [0.198, 3.084, 0.856], [1.936, 2.191, 0.416], [2.484, 0.842, 0.090], [3.024, 0.158, 1.377], [3.311, -1.206, 0.668], [4.226, -1.535, -0.224], [3.599, -1.112, -1.345], [3.417, 0.730, -1.133], [2.841, 0.983, -1.872], [4.393, 1.008, -0.855], [4.300, -0.983, -2.214], [2.587, -1.412, -1.714], [3.848, -1.825, 1.765], [2.317, -1.986, 0.713], [2.379, 0.141, 2.057], [4.095, 0.782, 1.496], [2.810, 2.687, 0.671], [1.932, 2.594, -0.448], [-2.479, 0.976, -1.989], [-4.296, -0.507, 2.304], [-4.156, -2.284, 1.567], [-3.245, -1.861, 2.966]]
}



No. 2
{
  "formula": "C16H9BrF6NO2S",
  "method": "the ωB97M-V functional and the def2-TZVPD basis",
  "total_charge": -1,
  "gap_ev": 5.05,
  "spin_multiplicity": 1,
  "homo_energy_ev": -3.39,
  "symbols": ["Br", "C", "C", "C", "C", "C", "C", "N", "O", "O", "C", "C", "H", "H", "H", "H", "H", "H", "F", "C", "F", "F", "C", "C", "C", "C", "F", "F", "F", "C", "C", "S", "C", "H", "H", "H"],
  "xyz": [[-3.146, -2.668, 1.138], [-1.402, -1.953, 1.158], [-0.988, -1.182, 2.220], [0.292, -0.665, 2.238], [1.181, -0.913, 1.191], [2.519, -0.333, 1.230], [3.441, -0.447, 0.278], [4.708, 0.242, 0.390], [5.314, 0.542, -0.648], [5.143, 0.499, 1.520], [0.737, -1.695, 0.124], [-0.546, -2.209, 0.110], [-1.675, -0.994, 3.030], [0.613, -0.056, 3.065], [2.770, 0.262, 2.092], [3.265, -1.010, -0.616], [1.397, -1.898, -0.700], [-0.895, -2.815, -0.711], [3.344, -1.299, 6.652], [2.966, -2.538, 7.011], [3.936, -3.127, 7.733], [1.826, -2.490, 7.721], [2.730, -3.358, 5.762], [1.796, -4.385, 5.771], [1.587, -5.152, 4.634], [0.584, -6.285, 4.648], [0.085, -6.435, 3.408], [1.213, -7.409, 5.033], [-0.400, -5.985, 5.513], [2.316, -4.903, 3.494], [3.267, -3.877, 3.475], [4.159, -3.588, 2.108], [3.462, -3.104, 4.625], [1.225, -4.584, 6.668], [2.150, -5.512, 2.618], [4.192, -2.307, 4.628]]
}



No. 3
{
  "formula": "C5H9ClN2",
  "method": "the ωB97M-V functional and the def2-TZVPD basis",
  "smiles": "N[C@H]1C[C@@H]2N[C@@H]2[C@@H]1Cl",
  "total_charge": 0,
  "gap_ev": 10.39,
  "spin_multiplicity": 1,
  "homo_energy_ev": -9.56,
  "symbols": ["N", "C", "C", "C", "N", "C", "C", "Cl", "H", "H", "H", "H", "H", "H", "H", "H", "H"],
  "xyz": [[-0.834, 1.267, 1.540], [-0.323, 1.147, 0.241], [1.128, 0.645, 0.336], [1.112, -0.917, 0.121], [1.037, -1.207, -1.329], [-0.172, -1.240, -0.493], [-1.015, -0.003, -0.574], [-1.237, 0.427, -2.317], [-1.788, 1.664, 1.319], [-1.054, 0.239, 1.933], [-0.406, 2.201, -0.257], [1.593, 1.039, -0.574], [1.720, 0.855, 1.291], [1.631, -1.576, 0.819], [1.297, -2.126, -1.512], [-0.747, -2.209, -0.417], [-1.942, -0.208, -0.128]]
}



No. 4
{
  "formula": "C4H7NO2",
  "method": "the ωB97M-V functional and the def2-TZVPD basis",
  "total_charge": 0,
  "gap_ev": 9.11,
  "spin_multiplicity": 1,
  "homo_energy_ev": -8.82,
  "symbols": ["C", "C", "C", "O", "C", "O", "N", "H", "H", "H", "H", "H", "H", "H"],
  "xyz": [[1.520, -0.229, -0.983], [0.199, -0.158, -0.259], [-0.487, -1.449, -0.093], [-0.161, -2.467, -0.670], [0.048, 0.810, 0.811], [0.780, 1.519, 1.440], [-1.479, 1.046, 0.773], [2.242, -0.847, -0.436], [1.378, -0.693, -1.962], [1.951, 0.767, -1.118], [-1.180, 0.477, -0.348], [-1.373, -1.460, 0.585], [-1.678, 2.041, 0.696], [-2.010, 0.648, 1.548]]
}



No. 5
{
  "formula": "C6H15N2",
  "method": "the ωB97M-V functional and the def2-TZVPD basis",
  "smiles": "C=CCCNCC[NH3+]",
  "total_charge": 1,
  "gap_ev": 9.38,
  "spin_multiplicity": 1,
  "homo_energy_ev": -12.64,
  "symbols": ["C", "C", "C", "C", "N", "C", "C", "N", "H", "H", "H", "H", "H", "H", "H", "H", "H", "H", "H", "H", "H", "H", "H"],
  "xyz": [[1.813, -2.836, -1.362], [1.835, -1.537, -1.639], [1.022, -0.462, -0.915], [-0.465, -0.849, -0.691], [-1.221, 0.370, -0.286], [-1.699, 0.441, 1.069], [-1.053, 1.691, 1.792], [0.063, 2.227, 0.915], [2.560, -3.507, -1.753], [0.995, -3.323, -0.853], [2.694, -1.061, -2.106], [1.185, 0.520, -1.350], [1.471, -0.521, 0.095], [-0.595, -1.709, -0.047], [-0.871, -1.104, -1.673], [-1.997, 0.517, -0.923], [-2.777, 0.551, 1.238], [-1.501, -0.447, 1.672], [-0.712, 1.554, 2.816], [-1.709, 2.566, 1.823], [0.355, 3.126, 1.294], [-0.279, 2.175, -0.050], [0.886, 1.619, 0.932]]
}



No. 6
{
  "formula": "C8H10ClFSi",
  "method": "the ωB97M-V functional and the def2-TZVPD basis",
  "smiles": "C[Si](C)(F)c1ccc(Cl)cc1",
  "total_charge": 0,
  "gap_ev": 10.05,
  "spin_multiplicity": 1,
  "homo_energy_ev": -9.26,
  "symbols": ["C", "Si", "C", "F", "C", "C", "C", "C", "Cl", "C", "C", "H", "H", "H", "H", "H", "H", "H", "H", "H", "H"],
  "xyz": [[-1.246, 0.916, 2.209], [0.388, 0.385, 1.428], [1.620, 1.816, 1.365], [1.033, -0.781, 2.334], [0.144, -0.290, -0.260], [0.273, -1.671, -0.349], [-0.119, -2.310, -1.511], [-0.487, -1.546, -2.590], [-1.092, -2.455, -3.979], [-0.564, -0.141, -2.560], [-0.218, 0.475, -1.372], [-1.472, 1.987, 2.152], [-1.182, 0.623, 3.270], [-2.080, 0.389, 1.737], [2.570, 1.441, 1.017], [1.687, 2.389, 2.278], [1.239, 2.415, 0.548], [0.695, -2.246, 0.474], [-0.145, -3.397, -1.539], [-0.734, 0.465, -3.397], [-0.311, 1.535, -1.255]]
}



No. 7
{
  "formula": "C6H12N3O2",
  "method": "the ωB97M-V functional and the def2-TZVPD basis",
  "smiles": "CO/C=N/C=C\\C(=N\\[NH3+])OC",
  "total_charge": 1,
  "gap_ev": 8.65,
  "spin_multiplicity": 1,
  "homo_energy_ev": -12.12,
  "symbols": ["C", "O", "C", "N", "C", "C", "C", "N", "N", "O", "C", "H", "H", "H", "H", "H", "H", "H", "H", "H", "H", "H", "H"],
  "xyz": [[3.635, 0.154, -1.001], [3.254, 0.569, 0.402], [2.367, -0.136, 0.868], [1.793, -1.161, 0.420], [0.684, -1.850, 0.775], [-0.620, -1.449, 0.506], [-1.014, -0.110, 0.319], [-0.129, 0.825, 0.296], [-0.722, 2.165, 0.143], [-2.247, 0.312, 0.306], [-3.260, -0.620, 0.034], [3.442, -0.826, -1.084], [4.682, 0.594, -1.159], [2.906, 0.636, -1.790], [2.249, 0.148, 1.881], [0.974, -2.936, 0.834], [-1.290, -2.260, 0.706], [0.051, 2.807, 0.329], [-1.676, 2.032, 0.459], [-0.971, 2.363, -0.964], [-3.358, -1.365, 0.866], [-3.100, -1.036, -0.948], [-4.248, -0.093, -0.036]]
}



No. 8
{
  "formula": "C14H17N4O6",
  "method": "the ωB97M-V functional and the def2-TZVPD basis",
  "total_charge": -1,
  "gap_ev": 5.02,
  "spin_multiplicity": 1,
  "homo_energy_ev": -3.47,
  "symbols": ["C", "C", "O", "C", "C", "C", "O", "C", "C", "C", "C", "O", "H", "H", "H", "H", "H", "H", "H", "H", "H", "H", "H", "H", "H", "C", "O", "C", "N", "C", "N", "O", "N", "O", "C", "C", "N", "H", "H", "H", "H"],
  "xyz": [[1.417, -1.568, 4.140], [1.593, -2.155, 2.763], [1.741, -1.048, 1.841], [1.994, -1.409, 0.552], [2.352, -0.205, -0.247], [3.028, -0.442, -1.508], [3.160, -1.545, -2.026], [3.626, 0.806, -2.209], [4.052, 1.911, -1.258], [2.904, 2.309, -0.334], [2.393, 1.088, 0.461], [1.946, -2.563, 0.166], [1.214, -2.370, 4.853], [2.336, -1.059, 4.451], [0.574, -0.868, 4.163], [2.487, -2.791, 2.707], [0.709, -2.735, 2.476], [4.470, 0.483, -2.828], [2.852, 1.183, -2.897], [4.901, 1.572, -0.649], [4.384, 2.772, -1.846], [3.260, 3.066, 0.377], [2.082, 2.768, -0.904], [1.392, 1.326, 0.858], [3.051, 0.966, 1.344], [-3.018, 2.659, -2.028], [-3.083, 1.444, -2.825], [-2.330, 0.457, -2.330], [-2.536, -0.768, -2.837], [-1.924, -1.743, -2.176], [-2.262, -3.085, -2.148], [-1.796, -3.544, -0.944], [-1.129, -2.447, -0.192], [-0.919, -2.601, 0.992], [-1.040, -1.417, -1.073], [-0.765, -0.089, -0.726], [-1.482, 0.830, -1.361], [-3.475, 3.424, -2.651], [-3.598, 2.523, -1.109], [-1.983, 2.903, -1.764], [-0.008, 0.144, 0.021]]
}



No. 9
{
  "formula": "C4H10N2O",
  "method": "the ωB97M-V functional and the def2-TZVPD basis",
  "total_charge": 1,
  "gap_ev": [9.15, 3.95],
  "s2": 0.7676,
  "spin_multiplicity": 2,
  "homo_energy_ev": [-13.32, -13.20],
  "symbols": ["O", "C", "N", "C", "C", "C", "N", "H", "H", "H", "H", "H", "H", "H", "H", "H", "H"],
  "xyz": [[2.989, -0.270, 1.869], [2.174, 0.518, 1.500], [1.516, 0.262, 0.297], [0.382, 0.948, -0.156], [-0.419, 0.225, -1.196], [-1.094, -1.086, -0.667], [-2.134, -0.888, 0.312], [1.811, 1.440, 1.965], [1.773, -0.662, -0.078], [-0.281, 1.257, 0.676], [0.712, 1.962, -0.470], [0.263, -0.026, -2.021], [-1.230, 0.712, -1.732], [-0.452, -1.833, -0.188], [-1.463, -1.571, -1.572], [-1.844, -0.921, 1.275], [-2.703, -0.069, 0.188]]
}



No. 10
{
  "formula": "C3H3LiMgO3",
  "method": "the ωB97M-V functional and the def2-TZVPD basis",
  "total_charge": 1,
  "gap_ev": [4.87, 3.56],
  "s2": 0.7548,
  "spin_multiplicity": 2,
  "homo_energy_ev": [-10.19, -10.19],
  "symbols": ["O", "C", "C", "H", "H", "H", "Mg", "O", "C", "O", "Li"],
  "xyz": [[1.901, 0.762, 0.164], [1.911, -0.465, 0.176], [0.842, -1.189, -0.491], [2.616, -1.048, 0.768], [0.825, -2.249, -0.293], [0.711, -0.873, -1.517], [0.555, 2.170, 0.026], [-1.509, 0.080, -0.103], [-1.678, 1.135, 0.360], [-2.519, 1.905, 0.952], [-3.654, -0.230, -0.043]]
}



No. 11
{
  "formula": "C3H3N2O3P",
  "method": "the ωB97M-V functional and the def2-TZVPD basis",
  "smiles": "[O-]P([O-])(O)=C1C=CN=N1",
  "total_charge": -2,
  "gap_ev": 7.59,
  "spin_multiplicity": 1,
  "homo_energy_ev": -0.66,
  "symbols": ["O", "P", "O", "O", "C", "C", "C", "N", "N", "H", "H", "H"],
  "xyz": [[-2.487, 0.945, -1.119], [-1.766, 0.370, 0.123], [-2.246, 1.016, 1.392], [-2.195, -1.499, 0.336], [0.026, 0.034, 0.094], [1.007, 0.710, -0.652], [2.219, 0.091, -0.279], [2.029, -0.891, 0.540], [0.651, -0.941, 0.798], [-1.266, -1.800, 0.520], [0.826, 1.574, -1.268], [3.202, 0.390, -0.484]]
}



No. 12
{
  "formula": "C5H5Cl2N",
  "method": "the ωB97M-V functional and the def2-TZVPD basis",
  "smiles": "Cc1ccc(Cl)n1Cl",
  "total_charge": 0,
  "gap_ev": 8.28,
  "spin_multiplicity": 1,
  "homo_energy_ev": -8.06,
  "symbols": ["C", "C", "C", "C", "C", "Cl", "N", "Cl", "H", "H", "H", "H", "H"],
  "xyz": [[-1.542, 0.327, -1.113], [-0.411, 0.076, -0.235], [0.053, 1.033, 0.682], [1.186, 0.570, 1.333], [1.482, -0.682, 0.953], [2.613, -1.927, 1.131], [0.394, -1.056, -0.174], [0.557, -2.311, -1.394], [-1.931, -0.579, -1.327], [-2.375, 0.893, -0.649], [-1.297, 0.749, -2.111], [-0.603, 1.844, 0.982], [1.874, 1.063, 1.923]]
}



For reference, ΔE to the lowest compared entry with this formula, charge and spin by record: 1500.5 0.0 199.9 322.1 225.2 0.0 529.0 0.0 176.4 133.6 94.3 269.7 kJ/mol.